(1)
The following is a DFT calculation (ωB97M-V/def2-TZVPD) of C6H5NO2S in the gas phase in a non-equilibrium geometry.

Bonds (Å) are listed after each position.
Positions of all 15 atoms, in Å:
1 C 1.1698 -0.8096 -0.7421  C3 1.359, C5 1.538, H11 1.084
2 C 0.1755 -1.2293 1.1115  C3 1.488, N7 1.325, H12 1.082
3 C -0.1034 -1.0668 -0.3414  C1 1.359, C2 1.488, C4 1.516
4 C -0.7828 0.2879 -0.3774  C3 1.516, C6 1.487, S10 1.763
5 C 1.3656 0.7155 -0.7282  C1 1.538, C6 1.639, H13 1.164, H14 1.070
6 C 0.2640 0.9201 0.4685  C4 1.487, C5 1.639, N7 1.503, H15 1.158
7 N 0.4499 -0.0342 1.6147  C2 1.325, C6 1.503
8 O -3.2959 1.4125 -0.1397  S10 1.422
9 O -2.9716 -1.0059 -0.4441  S10 1.458
10 S -2.4852 0.2648 0.0806  C4 1.763, O8 1.422, O9 1.458
11 H 1.8830 -1.6138 -0.8829  C1 1.084
12 H 0.5643 -2.1460 1.5352  C2 1.082
13 H 2.4277 1.1037 -0.4526  C5 1.164
14 H 0.9624 1.2070 -1.5885  C5 1.070
15 H 0.3767 1.9942 0.8863  C6 1.158

## Properties
Expectation value of S²: 2.03
Spin multiplicity: 3
Molecular weight, g mol⁻¹: 155.18

Partial atomic charges computed with the Mulliken method, in multiples of e: C -0.382; C -0.250; C 0.272; C -0.063; C -0.576; C -0.187; N -0.454; O -0.512; O -0.475; S 0.748; H 0.404; H 0.416; H 0.316; H 0.350; H 0.392


(2)
The following is a DFT calculation (ωB97M-V/def2-TZVPD) of a 2-piece molecular cluster, C6H5NOS overall in a non-equilibrium geometry.

Bonds (Å) are listed after each position.
Positions of all 14 atoms, in Å:
1 C -0.9632 1.2689 0.1038  C3 1.334, C5 1.437, H10 1.030
2 C 2.4553 -1.1965 -0.0453  O8 1.164, H11 1.095
3 C -0.2723 2.3898 0.3163  C1 1.334, S9 1.693, H12 1.098
4 C 1.1529 0.5243 -0.2177  C5 1.350, S9 1.690
5 C -0.1367 0.1275 -0.1771  C1 1.437, C4 1.350, N7 1.406
6 C -1.6375 -1.6340 -0.3250  N7 1.252, H13 1.070, H14 1.089
7 N -0.4505 -1.2351 -0.3252  C5 1.406, C6 1.252
8 O 1.8436 -2.1495 0.2222  C2 1.164
9 S 1.3850 2.1776 0.0458  C3 1.693, C4 1.690
10 H -1.9371 1.1895 0.4299  C1 1.030
11 H 3.5438 -1.0781 -0.0180  C2 1.095
12 H -0.7037 3.3453 0.6430  C3 1.098
13 H -1.7432 -2.6821 -0.5106  C6 1.070
14 H -2.5362 -1.0477 -0.1421  C6 1.089

## Properties
Expectation value of S²: 2.04
Spin multiplicity: 3
Molecular weight, g mol⁻¹: 139.18

Partial atomic charges computed with the Mulliken method, in multiples of e: C -0.716; C 0.109; C -0.308; C -0.224; C 0.830; C -0.392; N -0.348; O -0.302; S -0.178; H 0.322; H 0.361; H 0.378; H 0.277; H 0.191


(3)
The following is a DFT calculation (ωB97M-V/def2-TZVPD) of C6H5NS in the gas phase in a non-equilibrium geometry.

Bonds (Å) are listed after each position.
Positions of all 13 atoms, in Å:
1 N -0.1513 3.4129 -1.3894  C2 1.180
2 C -0.1663 2.3351 -0.9103  N1 1.180, C3 1.438
3 C -0.1537 0.9736 -0.4486  C2 1.438, C4 1.369, C7 1.503
4 C 0.9086 0.1658 -0.7538  C3 1.369, C5 1.483, H9 1.049
5 C 0.8671 -1.1294 -0.0336  C4 1.483, C6 1.604, H10 1.088, H11 1.159
6 C -0.4917 -1.0670 0.8165  C5 1.604, C7 1.589, H12 1.156, H13 1.089
7 C -1.1095 0.3708 0.5429  C3 1.503, C6 1.589, S8 1.604
8 S -2.3374 1.1174 1.2550  C7 1.604
9 H 1.6404 0.3111 -1.4918  C4 1.049
10 H 0.8750 -1.9922 -0.6956  C5 1.088
11 H 1.8144 -1.3383 0.6013  C5 1.159
12 H -0.5325 -1.2769 1.9525  C6 1.156
13 H -1.1631 -1.8829 0.5548  C6 1.089

## Properties
Structure (SMILES): N#CC1=CCCC1=S
Spin multiplicity: 1
Molecular weight, g mol⁻¹: 123.18

Partial atomic charges computed with the Mulliken method, in multiples of e: N -0.439; C -0.016; C 0.418; C -0.475; C -0.541; C -0.593; C 0.279; S -0.292; H 0.480; H 0.310; H 0.272; H 0.308; H 0.289


(4)
The following is a DFT calculation (ωB97M-V/def2-TZVPD) of an isolated ion of composition C6H5O5S and charge -1 in a non-equilibrium geometry.

Bonds (Å) are listed after each position.
Positions of all 17 atoms, in Å:
1 C 0.2454 1.5763 -1.1946  C2 1.428, C3 1.349, H13 1.084
2 C -0.5404 1.8280 -0.0295  C1 1.428, C5 1.323, H14 1.086
3 C 1.1857 0.6143 -1.2957  C1 1.349, C4 1.432, H15 1.083
4 C 1.5006 -0.2737 -0.2175  C3 1.432, C6 1.343, H16 1.088
5 C -0.9048 0.9893 0.9272  C2 1.323, O8 1.174
6 C 0.5613 -0.8117 0.5780  C4 1.343, O11 1.349, S12 1.841
7 O -0.5935 -2.4912 -0.9746  S12 1.455
8 O -1.4038 0.6579 1.9365  C5 1.174
9 O -1.5586 -2.0825 1.2253  S12 1.471
10 O -1.9042 -0.4719 -0.5970  S12 1.454
11 O 0.8394 -1.4661 1.7245  C6 1.349, H17 0.996
12 S -1.0429 -1.4909 -0.0184  C6 1.841, O7 1.455, O9 1.471, O10 1.454
13 H 0.1399 2.3010 -1.9941  C1 1.084
14 H -0.8671 2.8490 0.1426  C2 1.086
15 H 1.8257 0.5923 -2.1696  C3 1.083
16 H 2.5509 -0.4214 0.0251  C4 1.088
17 H -0.0334 -1.8987 1.9317  O11 0.996

## Properties
Charge: -1
Spin multiplicity: 1
Molecular weight, g mol⁻¹: 189.17

Partial atomic charges computed with the Mulliken method, in multiples of e: C -0.141; C -0.633; C -0.527; C -0.355; C 0.598; C 0.020; O -0.712; O -0.408; O -0.751; O -0.574; O -0.620; S 1.232; H 0.366; H 0.300; H 0.354; H 0.373; H 0.479


Asked for ΔE to the lowest compared entry with this formula, charge and spin across the records above, the calculation gives 59.0, 97.6, 10.2, 42.1 kcal per mole in order.